ORCA calculation (ωB97M-V/def2-TZVPD) on 7 unconnected molecules or ions with the total composition C51H100FN3OS in a non-equilibrium geometry.

```
157
Properties=species:S:1:pos:R:3
C 7.99334 -0.67278 4.82785
C 8.28371 -0.93196 3.23510
S 7.66612 0.41037 2.08405
C 6.47812 1.58659 2.92877
C 4.90273 1.41084 2.49737
C 4.08840 2.80226 2.10111
C 2.50449 2.69943 1.68394
C 1.64638 1.26911 1.63550
N 0.19157 1.37313 1.27582
C -0.41230 -0.00267 1.33400
C 0.36282 -1.39296 1.67284
C -0.52508 -2.80172 1.67025
C -0.50962 -3.59155 3.10789
C -0.76242 -2.61407 4.41461
F -1.95519 -1.73489 4.14449
N 1.82339 -1.44529 2.02066
C 2.45983 -0.08445 2.02236
C 4.07302 -0.00927 2.42529
O 4.85401 -1.23949 2.74415
C 4.35434 -1.84044 4.02163
N 3.79342 -2.73242 4.81244
H 6.81729 -0.76676 4.98276
H 8.23480 0.47507 5.04054
H 8.59276 -1.38038 5.55863
H 9.46417 -1.01974 3.09820
H 7.75309 -1.93081 2.91725
H 6.51777 1.58105 4.10175
H 6.80710 2.68674 2.60283
H 4.66890 3.84314 2.14506
H 1.93675 3.68996 1.42062
H -1.58119 -0.08136 1.10695
H -0.09283 -3.49265 0.82877
H -1.64526 -2.55254 1.34292
H 0.55218 -4.10783 3.28366
H -1.28521 -4.49570 3.12074
H 0.20693 -1.97587 4.64057
H -1.00545 -3.24728 5.39348
C -2.38651 3.58229 -1.41825
C -2.98636 2.18788 -1.32397
C -4.21201 1.99581 -2.22020
C -5.40941 2.89636 -1.89063
C -5.94188 2.77585 -0.46092
C -6.47147 1.38866 -0.13387
H -3.09117 4.35029 -1.08481
H -1.49608 3.65241 -0.78426
H -2.08735 3.80930 -2.44621
H -3.23353 1.96256 -0.28148
H -2.22160 1.45979 -1.62168
H -4.52188 0.94626 -2.17416
H -3.92150 2.17868 -3.26247
H -6.22030 2.66251 -2.59297
H -5.14315 3.94319 -2.07962
H -6.75650 3.49892 -0.33157
H -5.16800 3.05427 0.26196
H -7.28042 1.10971 -0.81646
H -6.86845 1.36879 0.88652
H -5.68627 0.62934 -0.19799
C -9.40118 2.70534 -2.20672
C -10.84489 2.90147 -2.64295
C -11.70691 3.59358 -1.58452
C -11.85919 2.82804 -0.26385
C -12.44332 1.41919 -0.39049
C -13.85859 1.40519 -0.94592
H -9.32747 2.05683 -1.32834
H -8.82492 2.23799 -3.01248
H -8.93186 3.66507 -1.96926
H -11.28011 1.93637 -2.92194
H -10.85280 3.51534 -3.55218
H -12.69763 3.78886 -2.00880
H -11.27475 4.57763 -1.36307
H -12.49806 3.41903 0.40552
H -10.88495 2.76124 0.23500
H -12.45519 0.95740 0.60439
H -11.79770 0.79010 -1.01211
H -14.53176 1.99037 -0.31144
H -14.23741 0.37843 -0.98376
H -13.89965 1.81038 -1.96148
C -1.28973 2.22953 4.46665
C -1.82445 1.74239 5.80450
C -3.35119 1.64347 5.84484
C -4.09677 2.97014 5.65139
C -3.74472 4.06859 6.65717
C -4.09068 3.70089 8.09133
H -1.63477 3.24221 4.23646
H -0.19471 2.24883 4.48370
H -1.60274 1.56414 3.65608
H -1.46024 2.39308 6.60614
H -1.40713 0.74760 6.00407
H -3.65059 1.19274 6.79715
H -3.68227 0.94663 5.06448
H -5.17509 2.77070 5.70559
H -3.91355 3.34876 4.63871
H -4.29776 4.97667 6.38750
H -2.68253 4.32570 6.58909
H -5.15932 3.48611 8.19134
H -3.84907 4.53267 8.76137
H -3.52784 2.82696 8.43292
C 14.61027 -3.63748 2.94191
C 14.07555 -4.12462 4.27976
C 12.54881 -4.22354 4.32010
C 11.80323 -2.89687 4.12665
C 12.15528 -1.79842 5.13243
C 11.80932 -2.16612 6.56659
H 14.26523 -2.62481 2.71171
H 15.70529 -3.61818 2.95896
H 14.29726 -4.30287 2.13134
H 14.43976 -3.47393 5.08140
H 14.49287 -5.11941 4.47933
H 12.24941 -4.67427 5.27241
H 12.21773 -4.92038 3.53974
H 10.72491 -3.09631 4.18085
H 11.98645 -2.51825 3.11396
H 11.60224 -0.89034 4.86276
H 13.21747 -1.54131 5.06435
H 10.74068 -2.38090 6.66660
H 12.05093 -1.33434 7.23663
H 12.37216 -3.04005 6.90818
C 1.94748 1.21343 -6.87235
C 0.50377 1.40956 -7.30857
C -0.35825 2.10167 -6.25015
C -0.51053 1.33613 -4.92948
C -1.09466 -0.07272 -5.05611
C -2.50993 -0.08672 -5.61155
H 2.02119 0.56492 -5.99397
H 2.52374 0.74608 -7.67810
H 2.41680 2.17316 -6.63489
H 0.06855 0.44446 -7.58757
H 0.49586 2.02343 -8.21780
H -1.34897 2.29695 -6.67442
H 0.07391 3.08572 -6.02870
H -1.14940 1.92712 -4.26011
H 0.46371 1.26933 -4.43062
H -1.10653 -0.53451 -4.06123
H -0.44904 -0.70181 -5.67773
H -3.18310 0.49846 -4.97707
H -2.88875 -1.11348 -5.64938
H -2.55099 0.31847 -6.62711
C 2.60648 -2.64947 -7.60824
C 1.13568 -2.85040 -7.93911
C 0.35690 -3.55472 -6.82564
C 0.82349 -4.98017 -6.50354
C 0.79887 -5.95622 -7.68203
C -0.59608 -6.18358 -8.24250
H 3.12582 -3.60325 -7.47352
H 3.10537 -2.11309 -8.42257
H 2.72332 -2.05912 -6.69415
H 1.04146 -3.40039 -8.88106
H 0.68090 -1.86706 -8.11178
H -0.70504 -3.57069 -7.09342
H 0.42752 -2.95507 -5.90934
H 0.18952 -5.37710 -5.69978
H 1.84027 -4.94882 -6.09410
H 1.19934 -6.91966 -7.34349
H 1.46459 -5.61164 -8.48018
H -1.26692 -6.57427 -7.47083
H -0.55901 -6.91271 -9.05869
H -1.02764 -5.26112 -8.64257
```

SMILES string	CCSCc1ccc2ncc(CCCF)nc2c1OC#N.CCCCCC.CCCCCC.CCCCCC.CCCCCC.CCCCCC.CCCCCC



ORCA calculation (ωB97M-V/def2-TZVPD) on 14 unconnected molecules or ions with the total composition C51H100IN3O16S in a non-equilibrium geometry.

```
172
C51H100IN3O16S, DFT ωB97M-V/def2-TZVPD
C 3.10657 0.33290 0.05371
C 3.84301 -0.36539 -1.11883
O 4.99358 -0.10278 -1.29815
O 3.26930 -1.31213 -1.94618
C 1.91269 -0.91650 -2.26733
C 1.26699 -1.80522 -3.36892
C -0.25171 -1.42881 -3.44118
C -1.20895 -2.53244 -2.82770
O -1.83053 -1.99035 -1.65649
C -3.20336 -2.30735 -1.53999
N -3.40278 -3.00588 -0.20493
C -2.64447 -3.91745 -0.05091
S -1.27738 -4.78967 0.01293
C -4.09486 -0.99533 -1.62356
C -4.08260 -0.16162 -0.30515
C -3.40773 -0.09042 -2.73087
C -4.29556 1.11538 -3.19872
N -3.41685 2.02332 -4.01514
N -5.45703 -1.32922 -2.11470
I -6.71160 -1.98755 -0.60827
H 3.70272 1.22247 0.35099
H 3.06151 -0.37659 0.90702
H 2.08676 0.69291 -0.18696
H 1.22998 -0.95127 -1.37954
H 1.94406 0.15979 -2.57215
H 1.77942 -1.60396 -4.33919
H 1.37652 -2.89138 -3.16620
H -0.46137 -0.42086 -3.00947
H -0.49936 -1.32659 -4.52586
H -0.60630 -3.44807 -2.64470
H -1.93260 -2.77145 -3.64465
H -3.56972 -3.03154 -2.30640
H -3.21774 0.54160 -0.35796
H -3.96942 -0.75757 0.62356
H -4.99062 0.47663 -0.19186
H -2.45200 0.34210 -2.35509
H -3.15721 -0.69366 -3.63975
H -4.69112 1.68256 -2.32842
H -5.10387 0.80715 -3.89812
H -2.99040 1.38814 -4.70029
H -2.62400 2.26890 -3.41016
H -5.40941 -2.09855 -2.78765
C 10.39024 0.91862 -0.96263
C 9.17403 1.73720 -0.61602
O 9.27309 2.82593 -0.09055
C 7.82983 1.14404 -0.94930
H 11.28780 1.46322 -0.66802
H 10.36352 -0.03073 -0.42425
H 10.42564 0.74200 -2.03993
H 7.69657 0.20413 -0.41208
H 7.75191 0.97490 -2.02444
H 7.04393 1.83449 -0.64659
C -2.56788 6.35264 -4.01108
C -2.39198 5.55164 -2.74776
O -1.59033 4.64498 -2.68286
C -3.25246 5.92256 -1.56799
H -1.88739 5.97707 -4.77449
H -3.59197 6.25297 -4.37462
H -2.33769 7.40292 -3.82112
H -4.30678 5.80442 -1.82545
H -3.05224 6.95352 -1.27047
H -3.02017 5.26541 -0.73042
C 1.86117 -5.21943 -6.17086
C 1.04636 -4.05469 -6.67225
O 0.41045 -3.35677 -5.91239
C 1.05490 -3.79324 -8.15651
H 1.76332 -5.28935 -5.08784
H 1.49798 -6.14720 -6.61649
H 2.91368 -5.07182 -6.41903
H 0.65634 -4.65849 -8.68914
H 2.07212 -3.58321 -8.49172
H 0.42872 -2.92872 -8.37450
C 8.48554 -1.62912 2.66475
C 8.59576 -2.32365 1.33428
O 9.41720 -1.98578 0.50679
C 7.64147 -3.46050 1.06834
H 9.22961 -0.83456 2.71979
H 7.49327 -1.18823 2.77375
H 8.66966 -2.33660 3.47087
H 6.61234 -3.09881 1.10764
H 7.78958 -4.25076 1.80661
H 7.83192 -3.86774 0.07559
C -9.80810 1.35816 -4.98499
C -8.50599 0.92464 -4.36677
O -7.45741 1.45694 -4.66401
C -8.55937 -0.19740 -3.36183
H -9.62226 2.17189 -5.68577
H -10.26235 0.52623 -5.52753
H -10.48363 1.71309 -4.20633
H -8.95526 -1.09930 -3.83368
H -9.18654 0.09094 -2.51597
H -7.55267 -0.40491 -2.99710
C -9.15107 5.45165 -2.64367
C -9.38893 4.07265 -2.08720
O -10.26023 3.35467 -2.53136
C -8.50199 3.62113 -0.95719
H -9.85932 5.64348 -3.44937
H -9.29825 6.19878 -1.86120
H -8.13780 5.52140 -3.04324
H -8.62161 4.28873 -0.10148
H -7.46010 3.61118 -1.28351
H -8.78444 2.61221 -0.65658
C -1.98160 -1.53414 4.93288
C -2.82370 -1.79815 3.71100
O -3.30119 -0.88967 3.06601
C -3.04743 -3.23790 3.32410
H -1.90452 -0.46007 5.09231
H -2.44769 -1.98605 5.81020
H -0.97877 -1.93989 4.78782
H -3.56206 -3.76195 4.13187
H -2.09090 -3.71849 3.10953
H -3.66875 -3.28097 2.43042
C -2.67016 1.97660 6.93477
C -2.62909 1.25441 8.25736
O -1.89496 0.30764 8.43591
C -3.53948 1.75887 9.34856
H -1.96725 1.50849 6.24744
H -3.67302 1.91426 6.50835
H -2.38372 3.02085 7.07178
H -4.58027 1.68835 9.02742
H -3.29196 2.79380 9.59127
H -3.40601 1.14821 10.24089
C 1.89565 4.75482 0.39666
C 1.04825 5.92307 -0.04160
O 0.43162 6.59021 0.75986
C 1.00083 6.22435 -1.51636
H 1.83769 4.65309 1.48004
H 1.52712 3.83555 -0.06284
H 2.93688 4.92324 0.11519
H 0.59341 5.36838 -2.05584
H 2.00280 6.45827 -1.88197
H 0.35585 7.08625 -1.68779
C -13.29916 3.16156 1.72878
C -12.41989 4.05179 0.88682
O -11.62394 4.81287 1.39353
C -12.57003 3.95669 -0.60881
H -13.08461 3.33470 2.78295
H -14.34957 3.39179 1.54211
H -13.09864 2.11392 1.49732
H -13.58849 4.22294 -0.89897
H -12.33563 2.94486 -0.94209
H -11.87966 4.64894 -1.08387
C 6.95262 -1.63355 7.72773
C 7.06100 -2.33143 6.39562
O 7.88375 -1.99032 5.57141
C 6.10776 -3.46595 6.13428
H 7.69696 -0.83943 7.78129
H 5.96031 -1.19233 7.83734
H 7.13804 -2.34387 8.53546
H 5.07810 -3.10362 6.17436
H 6.25693 -4.25709 6.87522
H 6.29726 -3.87472 5.14130
C 11.62560 -0.10882 -5.86183
C 12.82509 -0.77605 -5.23599
O 13.87701 -0.86484 -5.82853
C 12.65846 -1.32702 -3.84257
H 11.88667 0.23953 -6.86064
H 10.80280 -0.82152 -5.94258
H 11.32007 0.74898 -5.25974
H 11.88088 -2.09302 -3.83554
H 12.39818 -0.52193 -3.15297
H 13.59596 -1.77688 -3.51777
C 7.19759 -7.54560 9.43432
C 6.09191 -6.78562 8.74874
O 6.33258 -5.91003 7.94514
C 4.67502 -7.15758 9.10187
H 8.16088 -7.17452 9.08600
H 7.13517 -7.40014 10.51419
H 7.12331 -8.60776 9.19471
H 4.50217 -6.99511 10.16716
H 4.49028 -8.20273 8.84769
H 3.98549 -6.53222 8.53573
```



In the order shown, the computed frontier orbital gap values come out to 7.064 8.698 eV.
In the order shown, the computed E_tot values come out to -2740.1983 -4067.1190 Eh.